No. 1
This record from the Open Molecules 2025 dataset describes C41H113AgN10O11 as an isolated structure at a distorted geometry. The level of theory is ωB97M-V/def2-TZVPD.

The geometry in ORCA input format:
```
! wB97M-V def2-TZVPD RIJCOSX def2/J DEFGRID3
* xyz 0 1
Ag 0.269 -0.489 1.103
C -0.436 1.574 -1.223
O -0.986 0.515 -0.459
H 0.660 1.382 -1.534
H -1.056 1.809 -2.121
H -0.330 2.442 -0.636
C 3.420 -2.614 1.763
C 2.709 -2.614 0.453
C 1.436 -3.409 0.507
O 1.648 -4.805 0.568
C 2.472 -5.491 -0.344
N 2.301 -1.242 0.092
H 2.699 -2.617 2.568
H 3.940 -1.695 1.960
H 4.145 -3.419 1.890
H 3.361 -2.926 -0.399
H 0.884 -3.148 -0.415
H 0.811 -3.054 1.322
H 2.333 -5.142 -1.395
H 2.138 -6.524 -0.210
H 3.525 -5.364 -0.014
H 1.820 -1.317 -0.865
H 3.144 -0.702 0.103
C 2.702 -2.334 -3.795
C 1.903 -1.151 -3.349
C 1.380 -0.317 -4.489
O 2.412 -0.142 -5.411
C 2.097 0.636 -6.549
N 0.798 -1.630 -2.527
H 2.763 -2.999 -2.931
H 3.726 -2.006 -4.091
H 2.134 -2.716 -4.661
H 2.616 -0.582 -2.738
H 0.897 0.682 -4.299
H 0.568 -0.932 -4.952
H 1.306 0.188 -7.087
H 2.935 0.516 -7.225
H 1.942 1.681 -6.275
H 0.319 -2.419 -2.914
H 0.091 -0.946 -2.268
C -4.378 -2.315 2.102
C -3.936 -1.527 0.859
C -5.084 -1.211 -0.078
O -5.376 -2.396 -0.795
C -6.399 -2.216 -1.834
N -3.123 -0.388 1.333
H -4.842 -1.583 2.828
H -3.456 -2.748 2.539
H -5.066 -3.065 1.801
H -3.352 -2.256 0.311
H -4.857 -0.379 -0.802
H -5.970 -0.950 0.472
H -7.407 -2.122 -1.493
H -6.441 -3.155 -2.411
H -6.205 -1.434 -2.570
H -3.794 0.220 1.819
H -2.548 0.094 0.645
C 6.901 -0.856 0.654
C 6.190 -0.118 -0.453
C 5.776 -1.166 -1.523
O 5.223 -0.398 -2.649
C 6.050 -0.291 -3.790
N 5.015 0.583 0.022
H 6.142 -1.468 1.236
H 7.544 -0.212 1.298
H 7.583 -1.505 0.151
H 6.832 0.541 -0.987
H 5.015 -1.882 -1.209
H 6.647 -1.785 -1.808
H 7.076 0.139 -3.623
H 5.503 0.336 -4.500
H 6.197 -1.259 -4.262
H 4.465 0.957 -0.743
H 5.334 1.328 0.628
C -6.011 2.704 1.441
C -4.826 2.255 2.249
C -4.247 3.357 3.106
O -3.783 4.396 2.252
C -3.710 5.671 2.829
N -5.243 1.117 3.125
H -5.610 3.146 0.563
H -6.794 3.391 1.858
H -6.553 1.794 1.087
H -4.047 1.928 1.509
H -3.419 2.992 3.695
H -4.913 3.916 3.774
H -4.711 6.087 3.053
H -3.246 6.270 2.057
H -3.056 5.737 3.721
H -6.155 1.361 3.485
H -4.600 1.007 3.896
C 0.835 -0.301 4.655
C -0.618 -0.300 4.258
C -1.121 1.096 3.706
O -0.165 1.672 2.765
C -0.859 2.768 2.070
N -0.785 -1.271 3.125
H 1.062 0.522 5.335
H 1.529 -0.193 3.792
H 1.138 -1.225 5.173
H -1.310 -0.528 5.119
H -1.277 1.797 4.513
H -2.061 0.871 3.193
H -0.086 3.411 1.638
H -1.504 3.427 2.658
H -1.530 2.407 1.282
H -1.731 -1.148 2.767
H -0.699 -2.238 3.474
C -1.442 -6.277 0.146
C -2.264 -5.423 1.129
C -3.675 -5.775 1.381
O -3.778 -6.848 2.269
C -5.083 -7.231 2.635
N -1.553 -5.133 2.414
H -2.004 -6.257 -0.863
H -1.304 -7.332 0.437
H -0.382 -5.952 -0.015
H -2.274 -4.436 0.549
H -4.285 -5.857 0.482
H -4.101 -4.928 1.894
H -5.925 -6.753 2.140
H -5.296 -6.988 3.657
H -5.282 -8.283 2.544
H -1.876 -5.795 3.086
H -0.562 -5.197 2.393
C -2.743 -1.788 -4.619
C -2.583 -0.588 -3.666
C -3.808 0.381 -3.824
O -3.913 0.835 -5.212
C -5.147 1.486 -5.433
N -2.392 -1.116 -2.327
H -1.796 -2.328 -4.688
H -2.976 -1.337 -5.594
H -3.517 -2.469 -4.240
H -1.694 0.034 -3.977
H -3.726 1.286 -3.188
H -4.768 -0.063 -3.448
H -6.031 0.922 -4.973
H -5.380 1.464 -6.496
H -5.236 2.510 -5.052
H -3.270 -1.580 -2.092
H -2.032 -0.439 -1.650
C 2.823 2.324 2.030
C 4.054 3.186 2.581
C 4.848 2.530 3.706
O 4.061 2.252 4.889
C 3.815 3.409 5.786
N 4.910 3.327 1.447
H 3.169 1.442 1.437
H 2.175 3.027 1.525
H 2.303 1.952 2.943
H 3.704 4.152 2.968
H 5.749 3.165 3.959
H 5.340 1.602 3.400
H 3.505 3.042 6.748
H 3.044 4.076 5.413
H 4.772 3.962 5.817
H 5.690 3.980 1.585
H 4.443 3.625 0.581
C 3.239 6.966 -1.392
C 2.084 5.963 -1.580
C 2.482 4.574 -1.112
O 3.455 3.895 -1.923
C 2.950 2.623 -2.288
N 0.829 6.249 -0.820
H 4.139 6.500 -1.967
H 3.549 7.138 -0.372
H 2.987 7.887 -1.848
H 1.861 5.920 -2.639
H 1.589 3.968 -1.023
H 2.830 4.685 -0.120
H 3.720 2.121 -2.847
H 2.047 2.640 -2.952
H 2.634 2.045 -1.419
H 0.619 7.209 -0.654
H 0.033 5.730 -1.199
*
```

**Energy relative to the best compared isomer or geometry (same formula, charge and spin)**: 0.0000 eV
**HOMO level**: -7.395 eV
**Total energy**: -85764.819 eV
**Frontier orbital gap**: 0.29522 Ha


No. 2
This record from the Open Molecules 2025 dataset describes one molecule with the formula C16H13BrN2O2S2. The level of theory is ωB97M-V/def2-TZVPD.

The geometry in ORCA input format:
```
! wB97M-V def2-TZVPD RIJCOSX def2/J DEFGRID3
* xyz 0 1
O -4.013 -3.466 0.500
S -3.240 -2.461 -0.160
O -3.110 -2.482 -1.582
N -1.763 -2.482 0.608
C -0.589 -1.931 0.098
C 0.649 -2.397 0.532
C 1.814 -1.827 0.056
C 1.775 -0.790 -0.866
C 0.536 -0.330 -1.293
C -0.636 -0.888 -0.820
H -1.587 -0.534 -1.180
H 0.483 0.476 -2.009
C 3.040 -0.136 -1.359
C 3.240 1.155 -0.612
C 3.699 1.154 0.701
C 3.830 2.362 1.365
N 3.539 3.530 0.818
C 3.103 3.533 -0.429
C 2.934 2.383 -1.184
H 2.578 2.446 -2.201
H 2.877 4.508 -0.842
H 4.188 2.401 2.386
H 3.948 0.227 1.195
H 3.890 -0.798 -1.185
H 2.963 0.065 -2.429
H 2.765 -2.206 0.400
H 0.693 -3.209 1.243
H -1.656 -3.272 1.224
C -3.874 -0.869 0.287
C -4.056 -0.342 1.529
C -4.611 0.953 1.493
C -4.837 1.363 0.212
S -4.381 0.182 -0.971
Br -5.561 3.002 -0.312
H -4.831 1.548 2.360
H -3.800 -0.867 2.430
*
```

**HOMO level**: -8.696 eV
**Total energy**: -115590.434 eV
**Frontier orbital gap**: 0.32319 Ha


No. 3
This record from the Open Molecules 2025 dataset describes C4H2I4O as an isolated structure at a distorted geometry. The level of theory is ωB97M-V/def2-TZVPD.

The geometry in ORCA input format:
```
! wB97M-V def2-TZVPD RIJCOSX def2/J DEFGRID3
* xyz 0 1
C 0.740 -0.196 0.551
C 1.245 -0.028 -0.871
C -0.678 -0.396 0.606
C -1.583 0.477 0.192
O 0.648 -0.128 -1.905
I -1.269 -2.284 0.996
I -3.652 0.239 -0.251
I -1.010 2.515 -0.327
I 3.358 0.378 -1.080
H 1.025 0.576 1.172
H 1.175 -1.152 0.918
*
```

**HOMO level**: -9.186 eV
**Total energy**: -38628.934 eV
**Frontier orbital gap**: 0.32004 Ha


No. 4
This record from the Open Molecules 2025 dataset describes one molecule with the formula C2HFO2S at a distorted geometry. The level of theory is ωB97M-V/def2-TZVPD.

The geometry in ORCA input format:
```
! wB97M-V def2-TZVPD RIJCOSX def2/J DEFGRID3
* xyz 0 1
C -1.885 0.033 0.137
C -0.667 -0.054 -0.098
O 1.546 -1.220 -0.858
O 1.335 0.147 1.248
F 1.412 1.198 -1.023
S 1.024 -0.143 -0.054
H -2.766 0.039 0.647
*
```

**Energy relative to the best compared isomer or geometry (same formula, charge and spin)**: 0.2266 eV
**HOMO level**: -11.774 eV
**Total energy**: -19734.261 eV
**Frontier orbital gap**: 0.42595 Ha


- The lowest HOMO level belongs to which entry?
  C2HFO2S